Entry 1:
Molecular formula: C4H12N2S
Method: DFT, ωB97M-V with the def2-TZVPD basis set

Results
ΔE to the lowest compared entry with this formula, charge and spin in kJ/mol: 281.2
Lowest unoccupied orbital energy (alpha / beta) in eV: -3.38 / -8.01
Multiplicity: 2
Total charge: +1

Element x y z (Å)
C -1.7782 -0.3570 1.3171
N -0.4028 -0.0724 1.7514
C 0.4868 0.1105 0.5543
C -0.0645 1.2590 -0.4197
S 1.2389 2.1696 -1.2677
C 0.8522 -1.1525 -0.1875
N 1.2610 -0.7753 -1.5734
H -1.7668 -0.4339 0.2461
H -2.5871 0.4062 1.5518
H -2.0397 -1.2859 1.8252
H 0.0634 -0.3689 2.5248
H 1.4196 0.6170 1.0974
H -0.7227 2.0773 -0.2087
H -0.5352 0.7608 -1.2365
H 0.3533 2.8773 -2.0603
H 1.6165 -1.6529 0.4485
H -0.1108 -1.7953 -0.3563
H 0.5477 -1.1932 -2.1481
H 2.1681 -1.1903 -1.8582

Entry 2:
Molecular formula: C3H11N5
Method: DFT, ωB97M-V with the def2-TZVPD basis set

Results
ΔE to the lowest compared entry with this formula, charge and spin in kJ/mol: 297.2
Lowest unoccupied orbital energy (alpha / beta) in eV: -9.12 / -9.67
Total charge: +2

Element x y z (Å)
C 1.0123 -1.1429 1.3697
C 0.3959 1.1169 1.5136
C -0.5384 0.9739 -0.9597
N 1.0613 -2.4669 1.0061
N 0.4192 -0.1229 0.7755
N -1.2671 0.4885 -2.2028
N 1.7438 -3.1605 1.7843
N -0.0644 -0.2439 -0.4002
H 1.4469 -0.9652 2.2751
H 1.2873 1.6895 0.9860
H -0.4580 1.5937 1.3503
H 0.6432 0.9938 2.6502
H -1.2468 1.3693 -0.2635
H 0.2791 1.5352 -1.4915
H -0.9412 1.0492 -3.0266
H -2.2912 0.5997 -2.1407
H -1.2171 -0.5661 -2.3371
H 1.5994 -4.1496 1.5987
H 0.5575 -2.8464 0.2367

Entry 3:
Molecular formula: C27H50N7O7S2
Method: DFT, ωB97M-V with the def2-TZVPD basis set

Results
Lowest unoccupied orbital energy in eV: 2.13
Total charge: -1

Element x y z (Å)
C -0.8812 0.4087 0.6662
C -2.3962 -0.0246 0.1211
O -2.9268 -1.1734 0.8719
C -2.3726 -0.3545 -1.5099
N -3.5948 -1.1707 -1.8677
C -3.2532 -2.5806 -2.3070
C -4.0193 -3.7563 -1.4146
O -3.3899 -4.0157 -0.1104
S -1.8242 -4.6759 -0.2642
O -1.7061 -5.8269 0.8083
O -1.5574 -5.2578 -1.6918
N -0.6919 -3.4405 0.2259
S 0.9691 -3.9260 -0.0045
O 1.2354 -5.4451 0.1181
O 1.7887 -3.2336 1.1495
C 1.5710 -3.1978 -1.6388
C 1.4752 -1.5294 -1.5906
O 1.5346 -0.7702 -2.7087
H -1.0431 1.0429 1.6408
H -0.3003 -0.5811 0.8970
H -0.4093 1.0486 -0.2047
H -3.1171 0.8969 0.2554
H -2.2002 -1.4925 1.4846
H -1.3511 -0.8057 -1.8588
H -2.4801 0.6913 -2.0512
H -3.9879 -0.6874 -2.7308
H -3.7017 -2.6964 -3.4075
H -2.0955 -2.7743 -2.4247
H -4.2180 -4.7480 -2.0462
H -5.1073 -3.3149 -1.2005
H 0.8927 -3.5810 -2.5261
H 2.6800 -3.5324 -1.8683
H 1.3151 -0.9628 -0.5529
C 3.6087 2.6511 -1.4018
C 3.7922 2.5388 -2.9119
C 2.8587 3.4640 -3.6951
C 1.4119 3.1090 -3.3931
N 0.2117 2.8144 -3.1427
H 2.6018 2.3520 -1.0935
H 4.3148 1.9945 -0.8834
H 3.7836 3.6777 -1.0604
H 3.6230 1.4978 -3.2133
H 4.8306 2.7820 -3.1627
H 3.0384 3.3565 -4.7700
H 3.0374 4.5101 -3.4239
C 6.3857 -3.0636 3.8733
C 4.9275 -2.8935 4.2872
C 4.1329 -2.0145 3.3193
C 4.7470 -0.6252 3.2653
N 5.2563 0.5274 3.2206
H 6.9187 -2.1075 3.8683
H 6.9062 -3.7212 4.5769
H 6.4608 -3.5060 2.8733
H 4.8929 -2.4624 5.2951
H 4.4565 -3.8812 4.3430
H 3.0925 -1.9351 3.6519
H 4.1358 -2.4494 2.3139
C 7.2857 -2.4162 -2.1899
C 5.8275 -2.2462 -1.7760
C 5.0329 -1.3672 -2.7438
C 5.6470 0.0222 -2.7979
N 6.1563 1.1748 -2.8426
H 7.8187 -1.4601 -2.1949
H 7.8062 -3.0738 -1.4863
H 7.3608 -2.8586 -3.1898
H 5.7929 -1.8151 -0.7680
H 5.3565 -3.2338 -1.7202
H 3.9925 -1.2878 -2.4113
H 5.0358 -1.8020 -3.7492
C -4.0678 2.3230 4.7874
C -2.6685 2.8708 4.5258
C -2.6383 3.9177 3.4105
C -3.1257 3.2978 2.1111
N -3.5299 2.7835 1.0330
H -4.4691 1.8039 3.9112
H -4.0456 1.6008 5.6099
H -4.7601 3.1281 5.0589
H -2.0030 2.0369 4.2713
H -2.2843 3.3194 5.4485
H -1.6174 4.2888 3.2712
H -3.2775 4.7699 3.6654
C -6.5446 3.0128 -0.1187
C -7.5875 3.6587 -1.0252
C -7.7896 5.1470 -0.7334
C -8.2673 5.3293 0.6980
N -8.6637 5.4806 1.8854
H -6.8451 3.0492 0.9332
H -6.4130 1.9584 -0.3820
H -5.5744 3.5130 -0.2181
H -8.5383 3.1244 -0.9089
H -7.2756 3.5375 -2.0684
H -8.5353 5.5660 -1.4174
H -6.8529 5.6972 -0.8738

Entry 4:
Molecular formula: C4H12
Method: DFT, ωB97M-V with the def2-TZVPD basis set

Results
ΔE to the lowest compared entry with this formula, charge and spin in kJ/mol: 34.0
Lowest unoccupied orbital energy in eV: 1.20
Structure (SMILES): CC.CC

Element x y z (Å)
C 0.0824 -2.0027 0.1434
C 0.7091 -1.4193 -1.1226
H 0.6682 -1.6749 0.9960
H -0.8758 -1.4740 0.2415
H -0.2181 -3.0360 0.0086
H 0.1141 -1.5436 -2.0197
H 1.7163 -1.7863 -1.3336
H 0.8862 -0.3682 -0.9103
C -0.9694 1.8034 -0.0235
C 0.1855 1.6015 1.0025
H -0.7123 1.4505 -1.0203
H -1.8658 1.2368 0.2305
H -1.2180 2.8618 -0.0469
H 1.0581 1.3027 0.4247
H 0.3851 2.4806 1.6039
H -0.0742 0.7609 1.6450

Entry 5:
Molecular formula: C5H9N2O2
Method: DFT, ωB97M-V with the def2-TZVPD basis set

Results
ΔE to the lowest compared entry with this formula, charge and spin in kJ/mol: 63.6
Lowest unoccupied orbital energy (alpha / beta) in eV: -3.23 / -5.78
Multiplicity: 3
Total charge: +1

Element x y z (Å)
C 0.5942 0.8408 2.1713
C 0.1975 -0.6322 -0.9364
C -1.4220 0.0264 1.4098
C -0.7088 0.8909 0.4333
C 0.9634 -1.0382 -3.1088
N -0.4336 -0.0089 2.4511
N 0.3344 1.4967 1.0480
O 0.0050 -1.7126 -0.5008
O 0.5793 -0.1520 -2.0241
H 1.4502 1.1085 2.7746
H -2.4822 0.3989 1.6919
H -1.5732 -0.9968 0.9827
H -1.0023 1.4807 -0.5110
H 1.1212 -0.4590 -3.9451
H 0.2225 -1.8767 -3.2097
H 1.9969 -1.3435 -2.7546
H -0.7372 -0.3035 3.3446
H 0.8946 2.2805 0.6830

Entry 6:
Molecular formula: C4H9NO
Method: DFT, ωB97M-V with the def2-TZVPD basis set

Results
ΔE to the lowest compared entry with this formula, charge and spin in kJ/mol: 458.3
Lowest unoccupied orbital energy in eV: 0.99

Element x y z (Å)
C -0.2602 -0.0288 1.9299
N -0.3260 0.0382 0.4971
C 0.4068 0.9450 -0.2995
C 0.0662 0.0433 -1.5175
O -1.0763 0.2751 -2.2936
C 0.0575 -1.0053 -0.3729
H -0.6220 0.9160 2.3480
H -0.9070 -0.8410 2.2770
H 0.7699 -0.2101 2.2721
H 1.6809 0.3434 -0.1838
H 0.2064 2.0243 -0.1715
H 0.8895 -0.0852 -2.2112
H -1.8322 0.4411 -1.7167
H -0.5036 -1.9551 -0.3287
H 1.4500 -0.9008 -0.2287

Entry 7:
Molecular formula: CH4Cl2OSi
Method: DFT, ωB97M-V with the def2-TZVPD basis set

Results
ΔE to the lowest compared entry with this formula, charge and spin in kJ/mol: 197.8
Lowest unoccupied orbital energy in eV: 0.67
Structure (SMILES): CO[SiH](Cl)Cl

Element x y z (Å)
C 1.3242 -0.3100 0.4590
O 0.0788 0.2360 0.4351
Si -1.1870 0.4564 -0.4993
Cl -1.7578 2.2110 0.1364
Cl -2.6890 -1.1820 0.0814
H 1.9219 -0.3717 1.3872
H 1.8928 0.2507 -0.4094
H 1.3279 -1.4015 0.2193
H -0.9117 0.1112 -1.8097

Entry 8:
Molecular formula: C2H6O
Method: DFT, ωB97M-V with the def2-TZVPD basis set

Results
ΔE to the lowest compared entry with this formula, charge and spin in kJ/mol: 136.0
Lowest unoccupied orbital energy in eV: 1.02
Structure (SMILES): C=C.O

Element x y z (Å)
C 0.6527 0.4275 -0.2431
C 1.8251 -0.1969 0.0711
H 0.2337 1.2691 0.1025
H -0.0366 -0.0314 -0.8949
H 2.4187 0.3003 0.8031
H 2.2043 -1.2002 -0.4830
O -2.5691 -0.0095 -0.0784
H -3.0523 -0.5355 0.6234
H -1.6765 -0.0235 0.0992